*1*
Formula: C4H9N3
Source: the OMol25 dataset
Level of theory: ωB97M-V/def2-TZVPD

Values from the calculation:
Molecular weight in g mol⁻¹: 99.137
Lowest unoccupied orbital energy in Ha: 0.0243

Cartesian coordinates (Å):
1 C 0.6166 0.6463 -0.7349
2 N -0.7077 0.0714 -0.6239
3 C 1.6595 0.0360 -0.0467
4 N 1.3654 -1.4689 -0.0671
5 C -1.4907 0.3951 0.4827
6 C -2.8190 0.4415 0.5090
7 N 2.8148 0.3145 0.4342
8 H -1.2346 0.0601 -1.4908
9 H 2.1355 -1.9871 -0.4824
10 H 1.1593 -1.8133 0.8665
11 H 3.0018 1.3116 0.4342
12 H 0.5042 -1.2620 -0.7501
13 H 0.6679 1.7085 -0.9350
14 H -0.9080 0.6727 1.3520
15 H -3.4132 0.2546 -0.3744
16 H -3.3518 0.6192 1.4269


*2*
Formula: C4H9N3
Source: the OMol25 dataset
Level of theory: ωB97M-V/def2-TZVPD

Values from the calculation:
Molecular weight in g mol⁻¹: 99.137
Lowest unoccupied orbital energy (alpha / beta) in Ha: 0.0158 / -0.0822

Cartesian coordinates (Å):
1 C -0.9142 1.0557 1.0777
2 C -1.8325 -0.6961 -1.1659
3 C 2.3364 1.6052 1.3672
4 C -0.2850 -0.4429 -0.7204
5 N -1.3959 1.7148 1.9278
6 N 0.4825 -1.6054 -0.5834
7 N -0.1209 0.3144 0.4672
8 H -2.3455 0.2285 -1.3611
9 H -2.2325 -1.2565 -0.3646
10 H -1.5996 -1.3086 -2.1539
11 H 2.6125 0.7596 2.0328
12 H 2.8137 1.6124 0.3869
13 H 1.6926 2.3884 1.7483
14 H 0.2095 -0.0264 -1.5907
15 H 0.4708 -2.2199 -1.3400
16 H 0.1079 -2.1234 0.2720


Pick *1*: it beats the second-best structure by 0.0728 hartree.


*1*
Formula: C4H9N3
Source: the OMol25 dataset
Level of theory: ωB97M-V/def2-TZVPD

Values from the calculation:
Molecular weight in g mol⁻¹: 99.137
Lowest unoccupied orbital energy in Ha: 0.0355

Cartesian coordinates (Å):
1 C -1.1429 0.5749 -0.9764
2 C -0.0312 -0.4634 -0.8319
3 C -0.3582 -1.2937 0.4203
4 C 0.5339 0.4628 1.6637
5 H -1.1697 1.2236 -1.8913
6 H -1.3994 1.2275 -0.1023
7 H -2.0340 0.0233 -1.1202
8 H 0.0082 -1.0006 -1.7711
9 H -1.3921 -1.6763 0.2023
10 H 0.3722 -2.0726 0.4773
11 H 0.6036 1.1487 2.5591
12 H 1.6796 1.7952 0.6113
13 H 2.0205 -0.5557 -0.7752
14 N -0.4626 -0.3618 1.5862
15 N 1.4372 0.7679 0.6133
16 N 1.3348 0.2003 -0.6649


*2*
Formula: C4H9N3
Source: the OMol25 dataset
Level of theory: ωB97M-V/def2-TZVPD

Values from the calculation:
Molecular weight in g mol⁻¹: 99.137
Lowest unoccupied orbital energy in Ha: 0.0369

Cartesian coordinates (Å):
1 C -0.5519 1.2910 -0.8187
2 C -0.4502 -0.5356 0.9229
3 N -0.1946 -0.9615 2.2264
4 N -0.6546 -1.5864 0.0351
5 C -0.4110 0.7711 0.5756
6 C 1.5596 0.5767 -1.6603
7 N 0.8878 1.4915 -1.1195
8 H 0.3434 -1.8282 2.2541
9 H 0.2124 -0.2441 2.8138
10 H -1.0839 -2.3950 0.4585
11 H -1.0990 -1.3113 -0.8272
12 H -1.0358 2.2742 -0.8235
13 H -1.0162 0.5624 -1.4966
14 H -0.2469 1.5087 1.3468
15 H 1.1922 -0.4336 -1.8696
16 H 2.5487 0.8202 -2.0178


Pick *2*: it beats the second-best structure by 0.0168 hartree.


*1*
Formula: C4H9N3
Source: the OMol25 dataset
Level of theory: ωB97M-V/def2-TZVPD

Values from the calculation:
Molecular weight in g mol⁻¹: 99.137
Lowest unoccupied orbital energy in Ha: 0.0317

Cartesian coordinates (Å):
1 C 0.5212 0.4510 -1.7447
2 N -0.0464 -0.0485 -0.4838
3 C -0.0001 0.8259 0.6449
4 N -0.8715 0.5051 1.6647
5 C -0.9066 -1.2823 -0.6045
6 C 0.2709 -1.7265 0.0299
7 N 0.7679 1.8443 0.5975
8 H -1.3796 -0.3624 1.6235
9 H -0.6406 0.8445 2.5824
10 H 0.6375 2.4516 1.4013
11 H -1.8412 -1.2426 -0.0558
12 H -0.3061 0.8006 -2.3648
13 H 1.2301 1.2498 -1.5524
14 H 1.0089 -0.3777 -2.2553
15 H 0.3845 -2.0383 1.0779
16 H 1.1710 -1.8945 -0.5607


*2*
Formula: C4H9N3
Source: the OMol25 dataset
Level of theory: ωB97M-V/def2-TZVPD

Values from the calculation:
Molecular weight in g mol⁻¹: 99.137
Lowest unoccupied orbital energy in Ha: 0.0112

Cartesian coordinates (Å):
1 N -0.8571 -1.1604 0.1331
2 C -1.0554 0.3378 -0.4892
3 N -2.1529 0.9823 -0.3380
4 H -1.1910 -1.8576 -0.5384
5 H -1.3782 -1.1930 1.0093
6 H -2.7553 0.6494 0.4126
7 H -0.5733 0.3036 -1.4635
8 C 0.6441 -1.1860 0.3790
9 C 0.4711 0.9683 0.5338
10 C 1.5106 1.5945 -0.0140
11 N 1.4369 -1.6120 -0.5323
12 H 1.0465 -1.5676 -1.4720
13 H 0.8904 -1.3107 1.4307
14 H 0.0424 1.3452 1.4654
15 H 1.9667 1.2156 -0.9264
16 H 1.9546 2.4906 0.4100


*3*
Formula: C4H9N3
Source: the OMol25 dataset
Level of theory: ωB97M-V/def2-TZVPD

Values from the calculation:
Molecular weight in g mol⁻¹: 99.137
Lowest unoccupied orbital energy in Ha: 0.0289

Cartesian coordinates (Å):
1 C 1.7978 0.2990 -0.0350
2 C -0.0727 -0.9388 -1.4193
3 C -0.3515 0.7912 0.7984
4 C 0.5746 -0.2721 0.2392
5 N 2.8273 0.7250 -0.1887
6 N -0.0038 1.9571 0.0523
7 N 0.6808 -1.5192 1.0577
8 H 0.0944 -0.2796 -2.2251
9 H 0.4575 -1.8340 -1.6632
10 H -1.1046 -1.0700 -1.3353
11 H -1.4594 0.7526 0.6444
12 H -0.0962 0.7183 1.8668
13 H -0.7471 2.5702 -0.2907
14 H 0.5757 2.5330 0.6656
15 H 1.4320 -1.5248 1.7800
16 H -0.2424 -1.6305 1.5638


*4*
Formula: C4H9N3
Source: the OMol25 dataset
Level of theory: ωB97M-V/def2-TZVPD

Values from the calculation:
Molecular weight in g mol⁻¹: 99.137
Lowest unoccupied orbital energy (alpha / beta) in Ha: 0.0330 / 0.0330

Cartesian coordinates (Å):
1 C 2.3900 -0.0504 -0.5709
2 N -0.9506 -1.1600 -0.2460
3 C -1.3327 -0.0030 0.3124
4 N -2.6682 0.3469 0.1808
5 C 1.0940 -0.4885 0.0595
6 C -0.2506 0.8760 0.6771
7 N 0.3145 -1.3224 -0.6849
8 H -1.6385 -1.8036 -0.6149
9 H -2.9569 1.1630 0.6936
10 H -3.0880 0.2773 -0.7382
11 H 1.1979 -0.7718 1.1077
12 H 0.1187 0.8718 1.6925
13 H -0.4011 1.8981 0.3147
14 H 2.8488 0.7501 0.0113
15 H 2.2259 0.3019 -1.5892
16 H 3.0966 -0.8854 -0.6055


Pick *3*: it beats the second-best structure by 0.0258 hartree.


*1*
Formula: C4H9N3
Source: the OMol25 dataset
Level of theory: ωB97M-V/def2-TZVPD

Values from the calculation:
Molecular weight in g mol⁻¹: 99.137
Lowest unoccupied orbital energy in Ha: 0.0265

Cartesian coordinates (Å):
1 C -2.3326 -0.7064 -0.0265
2 C -0.3568 0.5239 -0.0008
3 C 0.3546 1.8467 -0.0162
4 C 1.7414 -0.9052 -0.0343
5 H -2.0989 -1.3023 -0.9358
6 H -3.4199 -0.5281 -0.0346
7 H -1.9918 -1.2810 0.8277
8 H 1.1697 1.8786 -0.7597
9 H -0.3941 2.6348 -0.0502
10 H 0.7852 1.9244 1.0003
11 H -0.2141 -1.4948 0.2304
12 H 1.9086 -2.0061 -0.0772
13 H 3.5025 -0.4667 -0.0570
14 N -1.6203 0.5317 -0.0716
15 N 0.3674 -0.6585 0.0589
16 N 2.5991 0.0089 -0.0534


*2*
Formula: C4H9N3
Source: the OMol25 dataset
Level of theory: ωB97M-V/def2-TZVPD

Values from the calculation:
Molecular weight in g mol⁻¹: 99.137
Lowest unoccupied orbital energy in Ha: 0.0382

Cartesian coordinates (Å):
1 C -0.3174 -1.1681 0.2323
2 C -0.0585 0.3024 0.4653
3 C 0.6206 -1.8071 -0.7615
4 C 0.3112 1.9754 2.0210
5 N 0.1023 0.6180 1.6542
6 N -0.7676 -1.8590 -0.9903
7 N -1.4724 -1.0553 -1.9235
8 H -0.5673 -1.5891 1.2721
9 H 0.1928 0.9940 -0.3903
10 H 1.3048 -1.1898 -1.1871
11 H 1.0293 -2.7567 -0.5573
12 H 0.8087 2.7951 1.4335
13 H -0.7470 2.3637 2.2279
14 H 0.9212 1.8534 2.8817
15 H -1.4337 -1.6266 -2.6947
16 H -1.0058 -0.1483 -2.0710


Pick *1*: it beats the second-best structure by 0.1213 hartree.


*1*
Formula: C4H9N3
Source: the OMol25 dataset
Level of theory: ωB97M-V/def2-TZVPD

Values from the calculation:
Molecular weight in g mol⁻¹: 99.137
Lowest unoccupied orbital energy in Ha: 0.0177

Cartesian coordinates (Å):
1 C 1.9785 -0.5130 -0.7659
2 C 1.0489 0.6288 -0.9840
3 N 0.6029 1.3044 -0.0103
4 H 0.0419 2.1143 -0.2665
5 H 0.8749 0.8866 -2.0370
6 H 2.1321 -0.6853 0.2955
7 H 1.5580 -1.4083 -1.2286
8 H 2.9341 -0.3085 -1.2480
9 C -1.0289 -1.1079 0.4369
10 C -1.0972 0.1143 1.3191
11 N -1.7264 -1.2911 -0.5937
12 N -2.0986 0.8757 1.1743
13 H -2.3817 -0.5229 -0.7556
14 H -2.1105 1.6980 1.7735
15 H -0.3173 -1.8786 0.7177
16 H -0.4107 0.0935 2.1726


*2*
Formula: C4H9N3
Source: the OMol25 dataset
Level of theory: ωB97M-V/def2-TZVPD

Values from the calculation:
Molecular weight in g mol⁻¹: 99.137
Lowest unoccupied orbital energy in Ha: 0.0336

Cartesian coordinates (Å):
1 C -0.5283 1.3338 0.0372
2 C 0.1371 -0.1906 -0.0519
3 C 0.8127 -0.6296 1.3090
4 C 1.0151 -0.5777 -1.2417
5 N -0.9947 -1.0882 -0.1778
6 N -2.0557 -0.4326 -0.1310
7 N -1.8829 0.8371 -0.0100
8 H -0.0217 1.8189 0.9455
9 H -0.2439 2.0269 -0.7857
10 H 1.4943 -1.4326 0.8799
11 H 0.0764 -1.0602 2.0343
12 H 1.4958 0.0457 1.7883
13 H 0.7719 -1.5770 -1.6446
14 H 2.0674 -0.5054 -0.9107
15 H 0.6555 0.0792 -2.0461
16 H -2.7989 1.3525 0.0054


*3*
Formula: C4H9N3
Source: the OMol25 dataset
Level of theory: ωB97M-V/def2-TZVPD

Values from the calculation:
Molecular weight in g mol⁻¹: 99.137
Lowest unoccupied orbital energy (alpha / beta) in Ha: 0.0266 / 0.0266

Cartesian coordinates (Å):
1 C -1.1213 1.5137 1.1156
2 C -0.3460 -2.3868 -0.0725
3 N -0.3690 0.3089 0.8692
4 C 0.9275 1.1092 -0.5196
5 C 0.2132 -1.2167 -0.7902
6 N -0.0380 0.0042 -0.3979
7 N 2.1495 0.8544 -0.7271
8 H 2.6580 1.6319 -1.1362
9 H 0.4134 2.0476 -0.7439
10 H 0.9140 -1.3186 -1.6044
11 H -0.4792 2.2288 1.6452
12 H -1.9592 1.2508 1.7650
13 H -1.5476 2.0229 0.2394
14 H 0.4408 -2.8879 0.5002
15 H -0.7541 -3.1123 -0.7776
16 H -1.1019 -2.0501 0.6348


Pick *1*: it beats the second-best structure by 0.0254 hartree.


*1*
Formula: C7H8
Source: the OMol25 dataset
Level of theory: ωB97M-V/def2-TZVPD

Values from the calculation:
Molecular weight in g mol⁻¹: 92.141
Lowest unoccupied orbital energy in Ha: 0.0417

Cartesian coordinates (Å):
1 C -0.7779 1.7773 -0.3301
2 C -0.1275 0.4593 -0.1402
3 C 0.5521 -0.1530 1.0830
4 C 1.2967 -1.1445 0.2912
5 C -0.1083 -1.5464 0.6853
6 C -0.6833 -0.8700 -0.5664
7 C 0.7117 -0.4745 -0.9962
8 H -1.1883 1.8312 -1.3421
9 H -1.6167 1.8885 0.3742
10 H -0.0780 2.5997 -0.1673
11 H 0.7351 0.1458 2.1094
12 H 2.2398 -1.6335 0.5046
13 H -0.5786 -1.5603 1.6577
14 H -1.5350 -1.0746 -1.2081
15 H 1.1582 -0.2450 -1.9550


*2*
Formula: C7H8
Source: the OMol25 dataset
Level of theory: ωB97M-V/def2-TZVPD

Values from the calculation:
Molecular weight in g mol⁻¹: 92.141
Lowest unoccupied orbital energy in Ha: -0.0167

Cartesian coordinates (Å):
1 C -0.0905 -0.2786 1.6724
2 C -0.6692 -0.3854 2.8725
3 C -0.3648 -0.4363 0.2663
4 C 0.3954 0.4872 -0.3178
5 C 1.0452 0.7171 1.6926
6 C -1.2656 -1.4346 -0.4065
7 C 0.5955 0.9643 -1.7202
8 H 1.0227 1.5939 2.2589
9 H 1.9909 0.3293 1.6957
10 H -0.9603 -2.4851 -0.2940
11 H -1.2310 -1.3347 -1.4972
12 H -2.3554 -1.2828 -0.2014
13 H 1.6024 1.3820 -1.6004
14 H -0.1002 1.8199 -1.8330
15 H 0.3849 0.3438 -2.5881


Pick *1*: it beats the second-best structure by 0.0747 hartree.


*1*
Formula: C7H8
Source: the OMol25 dataset
Level of theory: ωB97M-V/def2-TZVPD

Values from the calculation:
Molecular weight in g mol⁻¹: 92.141
Lowest unoccupied orbital energy in Ha: 0.0288

Cartesian coordinates (Å):
1 C -1.6825 -0.4768 1.3697
2 C -0.4992 -0.1800 0.4756
3 C -0.3634 -0.8118 -0.7517
4 C 0.8577 -0.6647 -1.4577
5 C 1.8006 0.2005 -0.9148
6 C 1.2123 1.3087 -0.3017
7 C 0.1342 1.0906 0.5428
8 H -2.3977 -0.9768 0.7200
9 H -2.1148 0.4178 1.7980
10 H -1.3769 -1.1500 2.1729
11 H -0.9360 -1.6591 -1.1129
12 H 0.9219 -1.1830 -2.4048
13 H 2.8297 0.1833 -1.2414
14 H 1.6916 2.2804 -0.3570
15 H -0.0775 1.6210 1.4630


*2*
Formula: C7H8
Source: the OMol25 dataset
Level of theory: ωB97M-V/def2-TZVPD

Values from the calculation:
Molecular weight in g mol⁻¹: 92.141
Lowest unoccupied orbital energy in Ha: 0.0370

Cartesian coordinates (Å):
1 C 2.0993 0.6441 0.1590
2 C 0.5915 0.4747 0.1016
3 C -1.6751 -1.0857 -0.2350
4 C -1.2519 -0.2639 -1.2731
5 C -1.2836 -0.7152 1.0474
6 C -0.1614 0.0885 1.2186
7 C -0.1174 0.5247 -1.1039
8 H 2.4712 1.6612 0.3047
9 H 2.5059 0.0136 0.9600
10 H 2.5356 0.2552 -0.7707
11 H -2.3078 -1.9524 -0.4137
12 H -1.8592 -0.2177 -2.1700
13 H -1.9149 -1.0092 1.8782
14 H 0.1301 0.4422 2.2046
15 H 0.2271 1.1847 -1.8965


Pick *2*: it beats the second-best structure by 0.0267 hartree.


*1*
Formula: C7H8
Source: the OMol25 dataset
Level of theory: ωB97M-V/def2-TZVPD

Values from the calculation:
Molecular weight in g mol⁻¹: 92.141
Lowest unoccupied orbital energy (alpha / beta) in Ha: -0.0138 / -0.0269

Cartesian coordinates (Å):
1 C 0.1501 0.2627 -1.5457
2 C 0.4307 -0.2903 -0.1814
3 C -0.7665 -0.7757 0.6139
4 C -1.8070 0.2322 0.8405
5 C -2.6744 1.0456 1.0252
6 C 1.6104 -0.1719 0.4606
7 C 2.9678 0.1828 0.3022
8 H -0.6278 -0.3044 -2.0668
9 H -0.2351 1.2821 -1.4155
10 H 1.0424 0.3211 -2.1766
11 H 1.4587 -0.1794 1.5480
12 H -1.2146 -1.6173 0.0670
13 H -0.4405 -1.1636 1.5873
14 H -3.4268 1.7824 1.1948
15 H 3.5327 -0.6062 -0.2535


*2*
Formula: C7H8
Source: the OMol25 dataset
Level of theory: ωB97M-V/def2-TZVPD

Values from the calculation:
Molecular weight in g mol⁻¹: 92.141
Lowest unoccupied orbital energy in Ha: 0.0230

Cartesian coordinates (Å):
1 C 0.8909 1.5763 -1.0872
2 C 1.5363 0.5824 -1.6702
3 C -0.1416 1.9041 -0.1473
4 C -0.5948 0.6518 0.0296
5 C 0.3032 -0.2375 -0.7724
6 C -1.3760 0.0118 1.1082
7 C 1.0257 -1.3657 -0.1239
8 H -0.3346 2.8890 0.2517
9 H -0.1572 -0.7095 -1.9332
10 H -2.2180 -0.6826 0.7623
11 H -1.8524 0.8750 1.7747
12 H -0.5507 -0.4451 1.6902
13 H 1.8999 -0.9825 0.5437
14 H 1.3393 -2.0893 -0.9104
15 H 0.2300 -1.9784 0.4842


Pick *1*: it beats the second-best structure by 0.0079 hartree.